{"formula": "C28H44BrN3P2RuS", "method": "ωB97M-V with the def2-TZVPD basis set", "charge": 4, "multiplicity": 5, "e_lumo_ev": [-12.767, -15.116], "s_squared": 6.060, "species": ["C", "C", "C", "C", "N", "C", "C", "C", "C", "C", "C", "C", "C", "C", "Ru", "P", "H", "H", "H", "H", "H", "H", "H", "H", "C", "C", "H", "H", "H", "H", "H", "C", "C", "H", "H", "H", "H", "H", "C", "C", "H", "H", "H", "H", "H", "Br", "P", "C", "C", "H", "H", "H", "H", "H", "C", "C", "H", "H", "H", "H", "H", "C", "C", "H", "H", "H", "H", "H", "S", "C", "N", "C", "C", "N", "H", "H", "H", "H", "H", "H"], "xyz": [[2.88, 5.03, -1.03], [1.85, 4.22, -1.52], [1.71, 4.07, -2.91], [2.71, 4.61, -3.73], [3.73, 5.31, -3.24], [3.83, 5.52, -1.93], [0.98, 3.54, -0.60], [0.14, 3.06, 0.15], [-1.02, 2.47, 0.70], [-0.87, 1.59, 1.81], [-2.01, 0.87, 2.28], [-3.11, 0.82, 1.36], [-3.38, 1.86, 0.48], [-2.30, 2.68, 0.13], [-1.27, -0.74, 0.85], [1.00, -0.85, 0.33], [0.88, 3.53, -3.35], [2.98, 5.24, 0.04], [2.67, 4.48, -4.82], [4.68, 6.11, -1.58], [-2.44, 3.47, -0.62], [0.06, 1.45, 2.32], [-4.40, 2.00, 0.13], [-2.13, 0.62, 3.34], [1.95, -2.44, 0.38], [3.25, -2.54, -0.41], [1.27, -3.24, 0.06], [2.15, -2.65, 1.44], [3.68, -3.54, -0.28], [3.11, -2.39, -1.49], [4.02, -1.84, -0.07], [1.26, -0.13, -1.34], [2.59, 0.56, -1.67], [0.44, 0.59, -1.48], [1.09, -0.94, -2.06], [2.58, 0.86, -2.73], [2.70, 1.48, -1.08], [3.46, -0.07, -1.48], [2.04, 0.31, 1.35], [3.55, 0.21, 1.45], [1.64, 0.22, 2.38], [1.74, 1.31, 0.98], [3.90, 0.96, 2.18], [3.90, -0.78, 1.77], [4.05, 0.43, 0.51], [-4.32, -0.77, 1.44], [-1.99, -2.00, -1.11], [-0.81, -2.83, -2.24], [-1.32, -4.08, -2.96], [0.07, -3.08, -1.62], [-0.46, -2.09, -2.98], [-0.52, -4.45, -3.62], [-1.57, -4.88, -2.26], [-2.19, -3.87, -3.60], [-3.23, -3.23, -0.59], [-4.54, -3.25, -1.38], [-3.44, -3.00, 0.46], [-2.75, -4.22, -0.60], [-5.25, -3.91, -0.85], [-5.00, -2.25, -1.42], [-4.43, -3.63, -2.40], [-2.75, -0.57, -1.99], [-3.17, -0.81, -3.44], [-2.02, 0.26, -1.93], [-3.61, -0.25, -1.39], [-3.57, 0.13, -3.84], [-2.32, -1.10, -4.07], [-3.97, -1.55, -3.52], [-0.46, -2.01, 2.58], [-0.10, -1.10, 4.02], [1.13, -0.65, 4.38], [1.04, 0.33, 5.46], [-0.46, 0.57, 5.57], [-1.00, -0.58, 4.87], [2.00, -1.06, 4.06], [1.60, 1.24, 5.20], [1.42, -0.06, 6.41], [-0.74, 1.50, 5.04], [-0.82, 0.65, 6.60], [-2.01, -0.71, 4.75]]}

---

{"formula": "C22H21ClN2O4", "method": "ωB97M-V with the def2-TZVPD basis set", "smiles": "CC(C)COc1ccc(C(=O)Nc2ccc(NC(=O)c3ccco3)c(Cl)c2)cc1", "charge": 0, "multiplicity": 1, "e_lumo_ev": 0.472, "species": ["C", "C", "C", "C", "O", "C", "C", "C", "C", "C", "O", "N", "C", "C", "C", "C", "N", "C", "O", "C", "C", "C", "C", "O", "C", "Cl", "C", "C", "C", "H", "H", "H", "H", "H", "H", "H", "H", "H", "H", "H", "H", "H", "H", "H", "H", "H", "H", "H", "H", "H"], "xyz": [[-6.41, -0.46, -1.88], [-7.42, -0.48, -0.74], [-8.42, -1.62, -0.92], [-6.73, -0.63, 0.63], [-6.00, 0.53, 0.99], [-4.67, 0.65, 0.76], [-4.13, 1.90, 1.08], [-2.78, 2.14, 0.92], [-1.93, 1.14, 0.45], [-0.49, 1.48, 0.29], [-0.11, 2.61, 0.06], [0.35, 0.41, 0.45], [1.74, 0.37, 0.35], [2.39, -0.84, 0.63], [3.76, -0.95, 0.54], [4.54, 0.15, 0.18], [5.92, 0.11, 0.08], [6.76, -0.95, 0.29], [6.42, -2.07, 0.61], [8.17, -0.59, 0.09], [9.29, -1.37, 0.21], [10.39, -0.53, -0.09], [9.86, 0.69, -0.37], [8.53, 0.67, -0.27], [3.88, 1.35, -0.09], [4.80, 2.75, -0.54], [2.50, 1.47, -0.01], [-2.47, -0.10, 0.12], [-3.82, -0.34, 0.27], [-5.88, -1.41, -1.94], [-6.93, -0.30, -2.83], [-5.69, 0.34, -1.76], [-7.96, 0.47, -0.73], [-7.92, -2.58, -0.91], [-9.17, -1.61, -0.13], [-8.93, -1.51, -1.88], [-7.50, -0.72, 1.41], [-6.11, -1.53, 0.66], [-4.79, 2.66, 1.45], [-2.37, 3.11, 1.15], [-0.08, -0.46, 0.72], [1.80, -1.71, 0.91], [4.25, -1.88, 0.75], [6.34, 0.99, -0.19], [9.31, -2.41, 0.48], [11.43, -0.80, -0.10], [10.31, 1.62, -0.65], [2.02, 2.41, -0.22], [-1.85, -0.88, -0.29], [-4.20, -1.31, -0.01]]}

---

{"formula": "C13H14N2O3S3", "method": "ωB97M-V with the def2-TZVPD basis set", "charge": 0, "multiplicity": 1, "e_lumo_ev": 0.447, "species": ["C", "H", "O", "C", "C", "C", "C", "C", "C", "O", "C", "H", "H", "H", "H", "C", "O", "C", "H", "H", "S", "C", "N", "C", "N", "S", "S", "C", "H", "H", "H", "H", "H", "H", "H"], "xyz": [[1.82, -2.36, -4.05], [0.92, -2.42, -4.64], [1.53, -1.07, -3.25], [0.65, -1.00, -2.44], [-0.17, -1.84, -2.26], [-1.22, -1.89, -1.37], [-1.26, -0.81, -0.64], [-0.49, 0.44, -0.90], [0.56, 0.22, -1.81], [1.60, 1.07, -1.91], [1.45, 2.14, -1.29], [1.61, 2.03, -0.27], [2.67, 2.89, -1.45], [0.66, 2.80, -1.37], [-0.49, 1.34, -0.27], [-2.47, -0.66, 0.29], [-2.84, -1.48, 1.02], [-3.10, 0.77, 0.45], [-2.66, 1.72, 0.17], [-4.11, 0.74, -0.16], [-3.69, 1.21, 2.09], [-2.18, 0.80, 2.80], [-1.14, 0.86, 2.20], [-0.01, 0.62, 3.07], [-0.45, 0.98, 4.24], [-1.93, 0.94, 4.68], [1.77, 0.76, 2.52], [2.34, 0.55, 3.99], [3.64, 0.36, 3.73], [2.21, -0.41, 4.58], [2.20, 1.44, 4.59], [-2.04, -2.50, -1.27], [-0.32, -2.97, -2.83], [2.11, -3.13, -3.48], [2.79, -2.13, -4.74]]}

---

Listing E for the structures above in their given order: -5005.741698; -1721.640438; -2033.167516 a.u..
Listing F_max for the structures above in their given order: 3.05; 1.34; 19.51 eV/A.
Listing ΔE to the lowest compared entry with this formula, charge and spin for the structures above in their given order: 0.000; 0.683; 10.297 eV.